# 1
Density functional theory data (ωB97M-V/def2-TZVPD) for a cluster of 5 separate species, H10O5 in total at a distorted geometry.

Properties
- Strongest force on any atom: 4.8 eV Å⁻¹
- Net charge: 0
- DFT total energy: -382.19168 Eh
- Structure (SMILES): O.O.O.O.O
- Energy above the lowest of the compared OMol25 structures with the same formula, charge and spin: 0.884 eV
- LUMO: 0.761 eV

Each line ends with the Löwdin charge.
Element x y z (Å)
O1 1.956 0.364 1.164  -0.19
H1 -1.772 1.477 -1.999  0.08
H2 1.005 1.912 0.741  0.00
O2 0.781 -2.098 0.449  -0.13
H3 -1.578 -0.783 -0.963  0.02
H4 -0.903 1.537 -0.618  0.03
O3 0.479 2.539 0.207  -0.08
H5 1.380 -0.449 0.885  0.03
O4 -1.500 -1.757 -0.869  -0.07
H6 0.038 2.967 0.981  0.07
H7 0.014 -1.977 -0.256  0.05
H8 -2.366 -2.186 -0.756  0.08
H9 1.486 -2.703 0.123  0.06
O5 -1.602 1.032 -1.128  -0.10
H10 2.581 0.127 2.038  0.15

# 2
Density functional theory data (ωB97M-V/def2-TZVPD) for the ion C7H12NO with charge +1 at a distorted geometry.

Properties
- Strongest force on any atom: 3.6 eV Å⁻¹
- Net charge: +1
- DFT total energy: -403.53558 Eh
- Structure (SMILES): CC[C@@]12C[C@@H]1[C@]2([NH3+])C=O
- Energy above the lowest of the compared OMol25 structures with the same formula, charge and spin: 3.663 eV
- LUMO: -4.043 eV

Each line ends with the Löwdin charge.
Element x y z (Å)
C1 -0.391 -0.683 1.571  0.06
C2 -1.006 0.094 0.106  -0.17
O1 -3.202 0.139 -0.718  0.03
H1 -0.520 -0.215 2.580  0.15
C3 0.227 -1.781 0.690  0.00
H2 1.560 0.634 -2.155  0.08
H3 2.491 0.320 0.603  0.12
C4 2.165 0.098 -1.411  -0.08
H4 -1.998 -1.436 -1.300  0.15
H5 3.181 0.438 -1.412  0.07
H6 1.390 1.641 -0.026  0.15
N1 -1.540 1.424 0.524  0.22
C5 0.451 -0.339 0.361  -0.34
H7 -1.020 2.141 0.043  0.16
H8 -1.530 1.530 1.556  0.18
C6 -2.140 -0.505 -0.737  -0.09
H9 2.152 -0.981 -1.614  0.09
H10 -0.417 -2.334 0.094  0.08
H11 -2.550 1.619 0.193  0.19
C7 1.612 0.500 -0.034  -0.19
H12 1.086 -2.305 1.084  0.13

# 3
Density functional theory data (ωB97M-V/def2-TZVPD) for a cluster of 2 separate species, CH6N5 in total at a distorted geometry.

Properties
- Strongest force on any atom: 2.9 eV Å⁻¹
- Net charge: +1
- DFT total energy: -315.07631 Eh
- Energy above the lowest of the compared OMol25 structures with the same formula, charge and spin: 2.998 eV
- LUMO: -5.408 eV

Each line ends with the Löwdin charge.
Element x y z (Å)
H1 1.536 1.136 -0.414  0.06
H2 2.319 -0.277 0.052  0.15
H3 0.166 -1.727 -0.159  0.13
H4 -1.099 -1.429 1.255  0.19
N1 0.044 0.228 0.705  0.02
N2 -1.698 -0.658 -0.512  0.05
C1 -0.589 -1.043 0.272  -0.17
N3 -1.920 0.514 -0.411  0.11
N4 -0.840 1.106 0.441  0.04
H5 -0.958 2.081 0.751  0.19
N5 1.555 0.177 -0.523  0.15
H6 1.481 -0.109 -1.456  0.08

# 4
Density functional theory data (ωB97M-V/def2-TZVPD) for a cluster of 2 separate species, C2H4ClNO3 in total at a distorted geometry.

Properties
- Strongest force on any atom: 4.4 eV Å⁻¹
- Net charge: 0
- DFT total energy: -819.07566 Eh
- Energy above the lowest of the compared OMol25 structures with the same formula, charge and spin: 6.383 eV
- LUMO (spin up / spin down): 0.201 / 0.201 eV

Each line ends with the Löwdin charge.
Element x y z (Å)
N1 0.684 0.884 0.105  -0.13
H1 -0.103 -1.610 0.492  0.08
H2 1.514 0.275 1.687  0.08
O1 0.653 0.573 1.465  -0.07
O2 -1.839 0.996 -1.129  0.03
Cl1 -1.863 2.528 0.831  0.80
C1 0.343 -1.420 -0.466  -0.04
H3 -0.316 -1.403 -1.361  0.09
O3 1.055 -0.139 -0.668  -0.17
H4 1.089 -2.182 -0.693  0.08
C2 -1.218 1.498 -0.262  -0.76

# 5
Density functional theory data (ωB97M-V/def2-TZVPD) for a structure of composition C26H33AlBr2N6O9 at a distorted geometry.

Properties
- Strongest force on any atom: 3.4 eV Å⁻¹
- Net charge: +2
- DFT total energy: -7405.44406 Eh
- LUMO: -9.463 eV

Each line ends with the Löwdin charge.
Element x y z (Å)
O1 2.513 6.288 2.068  -0.05
C1 -0.570 -4.340 1.099  -0.18
H1 2.709 -4.602 -0.765  0.06
C2 4.125 1.670 -2.442  -0.06
C3 1.947 0.768 -2.847  -0.03
O2 4.474 5.997 3.143  0.02
O3 -3.796 -4.333 2.260  0.07
C4 -2.965 0.474 -1.574  -0.60
H2 3.771 7.641 4.139  0.16
H3 1.300 -5.317 2.645  0.11
C5 -0.065 1.452 -1.596  -0.08
H4 -7.168 -2.847 1.627  0.09
N1 -3.550 -3.476 1.491  -0.02
N2 3.288 -5.161 -0.155  0.01
O4 -2.842 -3.950 0.375  -0.05
H5 -5.851 -3.802 1.425  0.14
H6 1.283 0.122 -3.410  0.13
C6 -1.492 -3.530 0.496  -0.16
C7 1.754 3.263 0.010  -0.09
H7 3.148 -2.396 -0.195  0.11
H8 -3.947 3.298 -2.291  0.08
O5 4.380 5.690 0.914  0.21
H9 -3.854 -0.112 -1.374  0.07
H10 3.754 -0.615 1.379  0.06
C8 3.289 0.812 -3.165  -0.03
N3 -0.938 -5.568 1.654  0.14
O6 -5.088 1.043 -4.879  -0.15
C9 2.527 -5.748 0.933  -0.25
H11 4.304 3.092 -0.903  0.12
C10 1.812 -4.745 1.866  -0.14
C11 2.265 2.405 -1.094  -0.19
C12 2.221 6.305 3.445  -0.24
H12 0.934 3.924 -0.278  0.11
C13 3.858 5.949 1.935  -0.68
Br1 -2.921 0.589 -3.515  0.94
C14 3.572 6.568 4.075  -0.13
H13 -0.414 2.227 -0.914  0.10
N4 -2.162 -1.508 -0.579  0.20
H14 5.169 1.713 -2.721  0.11
H15 3.213 -6.347 1.529  0.12
H16 3.690 6.123 5.060  0.15
H17 -0.166 -6.219 1.599  0.08
H18 4.081 -4.634 0.180  0.07
C15 -1.815 -0.335 -1.046  -0.25
C16 2.520 -2.127 0.647  -0.14
H19 1.445 2.626 0.858  0.06
H20 -2.445 1.871 -0.041  0.10
H21 -1.714 -5.973 1.144  0.10
C17 -1.175 -2.270 -0.045  -0.14
C18 0.144 -1.822 0.009  -0.13
C19 2.973 -1.329 1.609  0.03
C20 1.425 1.551 -1.833  -0.16
H22 -2.175 3.133 -2.337  0.05
Al1 -9.122 -4.242 2.519  1.05
C21 -3.054 3.110 -1.700  -0.14
H23 -4.156 1.826 -0.391  0.10
H24 1.764 -6.382 0.473  0.11
H25 3.675 0.193 -3.962  0.11
O7 -7.112 0.966 -5.554  0.08
H26 1.483 7.088 3.644  0.17
N5 0.516 -0.622 -0.514  0.23
H27 2.540 -1.364 2.601  0.07
H28 2.527 -4.114 2.390  0.11
H29 1.719 5.225 3.788  0.01
Br2 2.584 3.906 3.015  0.96
H30 -6.846 -3.521 0.166  0.21
O8 -6.797 -3.645 1.149  0.11
C22 -3.172 1.846 -0.858  -0.26
C23 3.621 2.434 -1.426  -0.03
N6 -5.927 0.695 -5.743  -0.61
H31 -0.536 1.605 -2.568  0.08
H32 2.571 3.902 0.332  0.01
O9 -5.560 0.083 -6.738  0.09
C24 1.125 -2.659 0.626  -0.10
H33 -2.961 3.957 -1.015  0.08
C25 -0.445 0.098 -1.027  -0.17
C26 0.790 -3.877 1.178  -0.10

# 6
Density functional theory data (ωB97M-V/def2-TZVPD) for an isolated molecule of C6H4FN at a distorted geometry.

Properties
- Strongest force on any atom: 2.2 eV Å⁻¹
- Net charge: 0
- DFT total energy: -385.55502 Eh
- Structure (SMILES): C/C=C(/F)C#CC#N
- Energy above the lowest of the compared OMol25 structures with the same formula, charge and spin: 1.589 eV
- LUMO: -0.260 eV

Each line ends with the Löwdin charge.
Element x y z (Å)
C1 1.191 -0.562 -0.003  -0.31
H1 0.819 2.072 -0.010  0.08
C2 -0.217 -0.315 0.003  0.08
H2 2.372 2.288 0.905  0.09
H3 3.180 0.011 -0.001  0.12
C3 -2.764 0.110 0.002  -0.22
C4 1.903 1.847 0.001  -0.08
H4 2.332 2.310 -0.895  0.08
C5 -1.408 -0.130 0.003  0.00
N1 -3.916 0.317 -0.002  0.16
C6 2.151 0.371 -0.002  -0.07
F1 1.509 -1.870 -0.001  0.06

# 7
Density functional theory data (ωB97M-V/def2-TZVPD) for an isolated molecule of C14H29BN2O3S2 at a distorted geometry.

Properties
- Strongest force on any atom: 4.6 eV Å⁻¹
- Net charge: 0
- DFT total energy: -1707.20848 Eh
- Structure (SMILES): COCCCCC[C@@]1(S)NC(=O)[C@](CCCS)(B(N)O)[C@H]1C
- LUMO: 0.272 eV

Each line ends with the Löwdin charge.
Element x y z (Å)
H1 -0.751 1.381 2.258  0.08
H2 -0.454 -2.288 -0.332  0.09
H3 -2.407 -0.884 0.652  0.09
H4 0.545 -1.070 -2.083  -0.11
H5 -2.607 -2.449 -1.981  0.08
H6 -2.298 1.185 1.294  0.08
H7 0.542 -4.028 0.986  0.09
H8 3.443 2.568 -1.279  0.11
H9 1.373 0.422 2.089  0.12
C1 -0.422 0.916 0.006  -0.24
H10 -0.169 -0.125 0.438  0.12
N1 2.651 -0.390 -0.671  0.13
H11 5.906 1.963 2.855  -0.12
C2 -3.757 -0.189 -1.114  -0.20
H12 -3.118 1.937 -0.659  0.12
H13 2.579 -0.964 -1.524  0.06
C3 -3.178 -1.278 -0.084  -0.19
C4 -2.820 1.092 -1.369  -0.17
H14 -1.319 2.703 0.998  0.11
H15 -3.444 -3.477 -0.722  0.12
H16 -4.098 -0.721 -2.071  0.11
C5 1.608 2.439 1.100  -0.13
H17 -1.479 -3.126 0.946  0.13
H18 -3.084 1.479 -2.424  0.12
C6 -1.247 0.805 -1.389  -0.59
H19 3.676 -0.322 -0.503  0.07
H20 3.618 0.235 3.204  0.09
O1 -0.815 -4.353 -0.669  -0.24
C7 3.532 1.045 2.386  -0.57
O2 0.884 3.831 -1.760  0.05
B1 2.221 1.029 -0.900  -0.50
C8 0.422 2.720 -1.387  -0.31
C9 -1.291 -3.050 -0.192  -0.26
C10 0.945 1.771 -0.207  -0.19
H21 -0.520 1.729 -3.026  0.08
H22 3.971 0.564 1.445  0.06
C11 0.115 -4.875 0.332  -0.12
H23 1.642 1.774 3.289  0.12
H24 -4.728 0.216 -0.637  0.11
H25 -4.077 -1.622 0.555  0.11
H26 -0.456 -5.649 0.951  0.10
H27 2.581 3.011 0.859  0.11
H28 0.925 3.229 1.590  0.13
S1 -0.611 -0.504 -2.598  0.84
S2 4.607 2.495 2.818  0.63
C12 -1.216 1.581 1.242  -0.07
C13 -2.688 -2.634 -0.846  -0.18
O3 3.066 1.816 -1.799  0.07
N2 -0.724 2.073 -2.073  0.01
H29 0.949 -5.399 -0.254  0.10
C14 1.977 1.388 2.260  -0.24

# 8
Density functional theory data (ωB97M-V/def2-TZVPD) for a structure of composition C59H52P3SiV at a distorted geometry.

Properties
- 2S+1: 4
- Strongest force on any atom: 1.8 eV Å⁻¹
- Net charge: -1
- DFT total energy: -4536.99199 Eh
- LUMO (spin up / spin down): 2.586 / 2.583 eV

Each line ends with the Löwdin spin population.
Element x y z (Å)
H1 -4.173 -3.768 -3.181  0.00
C1 -3.251 -3.201 -3.118  0.01
H2 -0.730 -5.977 1.509  0.00
C2 2.088 1.059 -0.962  -0.23
H3 2.802 3.603 -3.225  0.00
H4 -3.232 5.980 -3.502  0.00
C3 4.577 -0.279 2.540  0.00
H5 5.102 -2.613 -1.623  0.00
C4 -0.619 -4.930 1.768  0.00
C5 -0.817 -3.951 0.808  0.00
H6 -1.080 -4.240 -0.204  0.00
H7 3.138 -1.137 -7.059  0.00
H8 1.241 -0.465 7.698  0.00
H9 -2.874 1.645 2.701  0.00
C6 -2.198 2.470 2.875  0.00
C7 0.454 -0.531 6.956  0.00
H10 -2.800 2.703 4.914  0.00
C8 2.351 2.671 -2.864  -0.01
C9 -2.768 1.012 0.314  0.03
C10 -2.510 4.579 -0.499  0.00
C11 0.780 -0.504 5.606  0.00
C12 3.152 -1.897 -2.144  0.00
C13 2.537 -1.442 2.012  0.00
C14 3.921 -1.357 1.966  0.00
H11 4.354 1.591 3.562  0.00
H12 0.218 5.394 3.532  0.00
H13 2.034 -2.279 1.544  0.00
H14 3.487 -0.886 -2.348  0.00
C15 -1.836 3.427 -0.918  0.02
C16 -0.148 -3.238 3.400  0.00
H15 -0.149 -5.338 3.819  0.00
C17 0.333 0.575 -5.056  0.01
H16 -6.140 1.260 0.694  0.00
C18 -1.607 -2.024 -1.771  0.02
C19 4.055 -2.865 -1.742  0.00
C20 -4.996 -0.549 0.895  0.03
C21 -0.324 -2.247 2.436  0.00
C22 -2.558 -2.882 -4.274  0.01
C23 2.349 -0.654 -6.495  0.00
H17 -2.319 -0.801 4.306  0.00
C24 -2.182 4.125 -3.214  0.01
C25 -2.153 3.064 4.126  0.00
C26 -0.294 -4.574 3.064  0.00
C27 1.794 -0.444 2.638  0.01
P1 -1.281 2.072 0.203  0.17
C28 3.618 -4.158 -1.482  0.00
H18 4.702 3.287 -1.632  0.00
H19 4.556 2.184 -0.248  0.00
H20 2.690 4.472 -0.740  0.00
C29 2.122 -1.019 -5.176  0.00
C30 1.369 -3.498 -2.045  0.01
H21 0.330 -3.767 -2.177  0.00
C31 -0.701 -2.595 1.111  0.00
H22 -2.051 3.944 -4.274  0.00
C32 1.108 -0.412 -4.437  0.01
H23 -2.641 4.763 0.560  0.00
H24 -0.462 1.050 -4.489  0.01
C33 1.570 0.321 -7.100  0.00
H25 1.264 2.759 -2.956  0.00
C34 -1.542 -0.715 5.060  0.00
H26 -1.231 4.561 5.359  0.00
V1 0.276 0.709 -1.036  2.38
H27 -3.332 -3.042 -0.995  0.00
C35 2.459 0.662 3.170  0.00
C36 -2.615 -0.383 0.414  0.03
H28 -0.815 -1.941 -5.092  0.00
C37 2.197 3.518 -0.514  -0.01
H29 5.659 -0.223 2.506  0.00
C38 4.262 2.345 -1.287  0.00
C39 -0.867 -0.638 7.362  0.00
H30 0.093 4.379 1.289  0.00
C40 -1.407 2.941 1.828  0.03
C41 2.732 2.379 -1.403  -0.03
H31 -5.850 -1.158 1.170  0.00
C42 1.796 -2.197 -2.310  0.02
P2 0.666 -0.810 -2.707  0.12
C43 2.274 -4.465 -1.634  0.00
H32 -1.117 -0.647 8.416  0.00
H33 -3.622 -2.187 0.969  0.00
H34 2.830 0.370 -0.542  0.00
C44 -0.896 -1.745 -2.948  0.02
H35 1.746 0.600 -8.131  0.00
C45 -2.837 5.273 -2.783  0.00
P3 -0.033 -0.478 2.801  0.02
H36 4.323 -4.921 -1.176  0.00
H37 2.364 3.271 0.535  0.00
H38 2.721 -1.793 -4.717  0.00
C46 -5.156 0.808 0.647  0.00
H39 -0.049 1.700 -6.842  0.00
C47 -1.278 4.112 4.375  0.00
H40 -3.512 6.380 -1.078  0.00
H41 -4.153 2.658 0.249  0.00
H42 1.819 -0.433 5.313  0.00
C48 -0.466 4.574 3.349  0.00
C49 -1.867 -0.748 6.403  0.00
H43 -2.902 -0.847 6.709  0.00
C50 -1.368 -2.170 -4.189  0.02
C51 -1.705 3.212 -2.292  0.05
H44 1.867 1.455 3.619  0.00
H45 1.927 -5.471 -1.431  0.00
C52 -4.043 1.589 0.386  0.03
C53 -2.771 -2.781 -1.883  0.01
H46 -1.214 2.297 -2.625  0.04
H47 1.124 3.631 -0.677  0.00
C54 -0.528 3.998 2.092  0.00
Si1 -0.939 -1.173 -0.161  0.12
C55 -2.997 5.490 -1.422  0.00
C56 -0.215 -0.583 4.636  0.00
H48 2.688 1.855 -3.506  0.00
H49 -2.940 -3.185 -5.242  0.00
H50 4.490 -2.145 1.488  0.00
H51 4.668 1.529 -1.890  0.00
H52 0.122 -2.969 4.414  0.00
C57 3.841 0.738 3.133  0.00
C58 -3.738 -1.127 0.769  0.01
C59 0.558 0.935 -6.371  0.00

# 9
Density functional theory data (ωB97M-V/def2-TZVPD) for a cluster of 2 separate species, C7H13N in total at a distorted geometry.

Properties
- Strongest force on any atom: 1.6 eV Å⁻¹
- Net charge: 0
- DFT total energy: -329.17530 Eh
- Structure (SMILES): C=CC(N)C=C.C=C
- Energy above the lowest of the compared OMol25 structures with the same formula, charge and spin: 2.617 eV
- LUMO: 1.173 eV

Each line ends with the Löwdin charge.
Element x y z (Å)
N1 1.589 -1.063 0.114  0.03
C1 -0.907 -2.149 0.758  0.01
C2 -0.254 -0.051 -2.395  -0.09
C3 0.628 1.176 0.664  -0.17
H1 -0.015 3.123 1.112  0.05
H2 -1.903 -2.536 0.861  0.05
C4 0.777 -0.322 1.054  -0.41
H3 1.175 -0.993 -0.818  0.04
H4 -1.746 0.629 -1.088  0.06
H5 -0.664 1.927 -1.814  0.06
C5 -0.882 0.880 -1.682  -0.09
H6 -0.556 -1.086 -2.365  0.05
H7 -1.284 -0.368 1.778  0.09
H8 1.294 -0.345 2.027  0.15
H9 2.526 -0.675 0.076  0.08
C6 -0.107 2.066 1.312  -0.01
H10 -0.857 1.796 2.037  0.05
H11 1.409 1.515 -0.005  0.10
H12 -0.200 -2.758 0.217  0.05
H13 0.545 0.197 -3.076  0.05
C7 -0.569 -0.965 1.234  -0.16

# 10
Density functional theory data (ωB97M-V/def2-TZVPD) for a cluster of 5 separate species, C6H11B4F16N2 in total at a distorted geometry.

Properties
- Strongest force on any atom: 4.6 eV Å⁻¹
- Net charge: -3
- DFT total energy: -2042.96537 Eh
- Energy above the lowest of the compared OMol25 structures with the same formula, charge and spin: 0.000 eV
- LUMO: 5.108 eV

Each line ends with the Löwdin charge.
Element x y z (Å)
N1 0.573 -0.009 -0.823  -0.04
F1 5.552 2.486 6.032  0.08
F2 3.696 3.635 5.624  0.21
F3 -1.189 -1.206 -7.369  0.07
F4 -2.320 -4.506 1.191  0.07
H1 0.992 1.143 3.100  0.11
B1 4.852 3.288 5.146  -1.44
C1 0.796 0.411 -3.268  -0.07
B2 -2.419 -4.798 -0.181  -1.49
C2 2.282 -0.531 0.612  -0.01
F5 -1.252 -4.425 -0.681  0.16
F6 -2.977 -0.554 -6.069  0.14
C3 -0.138 0.194 -2.084  -0.14
H2 3.283 -0.777 0.933  0.14
H3 0.217 0.797 -4.106  0.09
F7 -2.935 -0.015 -8.102  0.08
H4 1.275 -0.490 -3.652  0.08
B3 -3.511 2.341 3.737  -1.36
H5 2.245 -0.106 3.136  0.11
N2 1.279 0.089 1.301  -0.10
B4 -2.578 -1.045 -7.253  -1.43
C4 0.228 0.394 0.436  0.08
H6 -0.790 1.048 -1.900  0.13
H7 -0.720 -0.727 -2.130  0.15
H8 2.161 -1.149 -1.542  0.12
F8 -3.539 1.162 4.388  0.12
F9 -3.199 -2.219 -7.546  0.13
F10 -3.399 -4.054 -0.740  0.14
C5 1.775 -0.710 -0.633  -0.02
F11 -2.692 -6.107 -0.446  0.12
H9 -0.742 0.831 0.622  0.18
H10 1.612 1.092 -3.026  0.08
H11 0.521 -0.523 3.063  0.11
F12 5.571 4.478 4.883  0.06
F13 -2.177 2.783 3.360  0.02
C6 1.283 0.170 2.703  -0.01
F14 -4.118 3.120 4.614  0.17
F15 4.832 2.437 4.058  0.09
F16 -4.331 2.050 2.613  0.05